Entry 1:
The following is a DFT calculation (wB97M-V/def2-TZVPD) of a single C7H8BFO2 molecule.

Its HOMO-LUMO gap is 9.32 eV. As for the energy relative to the best compared isomer or geometry (same formula, charge and spin): 0.000 eV. For the total energy, the calculation gives -546.8408 hartree. Its net charge is 0.

```
19
C7H8BFO2 (wB97M-V/def2-TZVPD)
F 3.494 -1.443 -0.034
O -2.866 -0.393 -0.696
O -1.854 1.836 -0.621
B -1.783 0.474 -0.581
C 1.345 -1.759 -0.948
C 0.026 -1.385 -1.036
C 1.788 -0.033 0.727
C 2.218 -1.065 -0.087
C -0.368 -0.269 -0.326
C 0.473 0.358 0.598
C -0.062 1.458 1.412
H -2.658 -1.350 -0.519
H -2.702 2.233 -0.850
H 1.730 -2.563 -1.575
H -0.673 -1.842 -1.694
H 2.497 0.532 1.334
H -1.152 1.382 1.459
H 0.305 1.403 2.442
H 0.243 2.424 0.996
```

Entry 2:
The following is a DFT calculation (wB97M-V/def2-TZVPD) of a single C4H9NO2 molecule.

Its HOMO-LUMO gap is 10.72 eV. As for the energy relative to the best compared isomer or geometry (same formula, charge and spin): 0.459 eV. For the total energy, the calculation gives -363.0687 hartree. Its net charge is 0.

```
16
C4H9NO2 (wB97M-V/def2-TZVPD)
C 1.843 -1.250 -0.150
C 1.631 0.035 -0.946
N 0.224 0.397 -1.049
C -0.474 0.644 0.095
O 0.017 0.900 1.176
O -1.804 0.558 -0.131
C -2.591 0.640 1.054
H 2.908 -1.494 -0.066
H 1.441 -1.117 0.859
H 1.331 -2.093 -0.625
H 2.160 0.864 -0.468
H 2.017 -0.062 -1.966
H -0.314 0.017 -1.813
H -3.624 0.503 0.734
H -2.301 -0.149 1.755
H -2.464 1.609 1.543
```

Entry 3:
The following is a DFT calculation (wB97M-V/def2-TZVPD) of a molecular structure, H2N2O7S3.

Its HOMO-LUMO gap is 7.52 eV. As for the energy relative to the best compared isomer or geometry (same formula, charge and spin): 0.208 eV. For the total energy, the calculation gives -1831.9331 hartree. Its net charge is -2.

```
14
H2N2O7S3 (wB97M-V/def2-TZVPD)
N -2.246 -0.488 1.876
N 1.203 -0.187 -1.193
O 2.149 0.501 0.985
O -0.637 -1.179 -2.737
O 2.907 1.537 -1.092
O 0.177 -1.139 1.446
O -0.617 1.123 1.180
O -0.789 1.134 -2.006
O -1.227 -0.721 -0.462
S 1.567 1.212 -0.505
S -0.895 -0.253 1.045
S -0.278 -0.214 -1.693
H 1.302 0.115 1.231
H -2.615 -1.442 1.923
```

Entry 4:
The following is a DFT calculation (wB97M-V/def2-TZVPD) of a single C6H9ClS molecule.

Its HOMO-LUMO gap is 9.36 eV. As for the energy relative to the best compared isomer or geometry (same formula, charge and spin): 1.675 eV. For the total energy, the calculation gives -1092.3171 hartree. Its net charge is 0.

```
17
C6H9ClS (wB97M-V/def2-TZVPD)
C -0.103 0.504 -0.339
C -1.435 0.614 -0.363
C 0.832 0.272 0.837
C 2.362 0.232 0.599
C -2.206 0.610 -1.669
C 3.200 -0.577 1.203
S -2.700 0.881 0.933
Cl 3.099 1.232 -0.604
H 0.213 0.293 -1.427
H 0.440 0.974 1.547
H 0.598 -0.768 1.231
H -2.149 1.526 -2.374
H -3.208 0.403 -1.535
H -1.833 -0.163 -2.314
H 4.305 -0.596 1.258
H 2.805 -1.150 2.010
H -1.925 1.050 1.913
```

Entry 5:
The following is a DFT calculation (wB97M-V/def2-TZVPD) of 2 unconnected molecules or ions with the total composition C4H9N2O.

Its HOMO-LUMO gap is 10.96 eV. As for the energy relative to the best compared isomer or geometry (same formula, charge and spin): 0.357 eV. For the total energy, the calculation gives -342.3441 hartree. Its net charge is +1.

```
16
C4H9N2O (wB97M-V/def2-TZVPD)
C -0.832 1.746 0.469
C 0.263 0.814 0.090
C 0.512 -0.461 0.478
N 1.587 -0.904 -0.255
C 2.103 0.116 -0.918
N 1.291 1.151 -0.772
H -1.558 1.852 -0.341
H -1.233 1.504 1.445
H -0.400 2.756 0.500
H -0.183 -1.070 1.024
H 2.032 -1.810 -0.272
H 2.917 0.057 -1.615
H 1.316 2.069 -1.193
H -2.690 -2.377 1.200
H -2.898 -2.900 -0.214
O -2.227 -2.542 0.373
```

Entry 6:
The following is a DFT calculation (wB97M-V/def2-TZVPD) of a gas-phase ion, C3H8N4S (charge +2).

Its HOMO-LUMO gap is 8.02 eV. As for the energy relative to the best compared isomer or geometry (same formula, charge and spin): 1.028 eV. For the total energy, the calculation gives -735.5826 hartree. Its net charge is +2.

```
16
C3H8N4S (wB97M-V/def2-TZVPD)
C -1.478 -1.010 -0.265
C 1.109 0.224 -0.196
C 0.361 -0.351 1.064
N -0.755 -0.819 -1.305
N -0.848 -0.852 0.972
N 0.504 -0.450 -1.330
N 1.002 1.655 -0.099
S 1.106 -0.024 2.583
H -2.470 -1.459 -0.394
H 2.134 -0.049 -0.208
H -1.298 -0.775 -2.130
H -1.350 -1.165 1.701
H 0.963 -0.399 -2.322
H 0.152 2.116 -0.304
H 1.842 2.283 -0.200
H 0.261 -0.207 3.505
```

Entry 7:
The following is a DFT calculation (wB97M-V/def2-TZVPD) of a gas-phase ion, C5H9N2S (charge +1).

Its HOMO-LUMO gap is 8.23 eV. As for the energy relative to the best compared isomer or geometry (same formula, charge and spin): 1.722 eV. For the total energy, the calculation gives -703.3088 hartree. Its net charge is +1.

```
17
C5H9N2S (wB97M-V/def2-TZVPD)
C 2.119 -1.275 0.181
C 2.727 -0.092 0.470
C 0.865 -1.523 -0.415
C -0.969 0.079 0.182
C -1.510 0.987 -0.798
N -0.240 -0.820 -0.379
N -1.493 -0.015 1.422
S 1.999 1.417 -0.046
H 2.811 -2.106 0.214
H 3.654 0.034 1.042
H 0.685 -2.556 -0.850
H -2.575 1.017 -0.740
H -0.986 0.821 -1.726
H -1.292 2.020 -0.500
H 1.208 0.839 -0.813
H -0.929 -0.420 2.106
H -2.258 0.476 1.767
```

Entry 8:
The following is a DFT calculation (wB97M-V/def2-TZVPD) of a molecular structure, C8H6Cl4CrO7S2.

Its HOMO-LUMO gap (spin up / spin down) is 6.43 / 7.27 eV. As for the multiplicity: 2. For the total energy, the calculation gives -4516.8537 hartree. Its net charge is -1.

```
28
C8H6Cl4CrO7S2 (wB97M-V/def2-TZVPD)
Cr -0.121 -0.022 -0.154
Cl -5.591 -4.027 0.010
C -4.377 -2.879 0.412
C -4.353 -2.314 1.681
Cl -5.538 -2.760 2.847
C -3.341 -1.419 2.032
Cl -3.285 -0.734 3.606
C -2.350 -1.075 1.115
O -1.354 -0.277 1.337
C -2.388 -1.636 -0.209
O -1.455 -1.228 -0.997
C -3.400 -2.548 -0.527
Cl -3.415 -3.268 -2.086
O 2.368 2.660 -1.083
S 1.848 1.396 -0.655
O 2.914 0.448 -0.262
O 0.970 0.737 -1.665
O 0.933 1.509 0.540
C 2.445 -3.300 1.299
S 2.552 -1.551 0.611
C 2.409 -0.742 2.245
O 1.143 -1.545 0.084
H 1.674 -3.371 2.058
H 3.411 -3.599 1.690
H 2.181 -3.939 0.464
H 3.404 -0.596 2.653
H 1.804 -1.350 2.908
H 1.928 0.216 2.056
```

Entry 9:
The following is a DFT calculation (wB97M-V/def2-TZVPD) of a molecular structure, C31H42BrMgN3P2.

Its HOMO-LUMO gap (spin up / spin down) is 4.81 / 5.10 eV. As for the energy relative to the best compared isomer or geometry (same formula, charge and spin): 4.711 eV. For the total energy, the calculation gives -4826.7226 hartree. Its net charge is +2.

```
80
C31H42BrMgN3P2 (wB97M-V/def2-TZVPD)
C -1.455 6.231 -2.770
C -1.797 4.946 -3.282
C -1.764 4.795 -4.688
C -1.278 5.846 -5.491
N -0.896 7.017 -4.979
C -1.000 7.229 -3.668
C -2.107 3.722 -2.547
C -1.810 2.911 -1.604
C -1.081 2.118 -0.616
C 0.247 2.294 -0.125
C 0.834 1.303 0.672
C 0.128 0.134 1.005
C -1.192 0.005 0.569
C -1.787 0.981 -0.214
Mg -2.923 1.705 -2.927
P 2.818 -2.026 1.360
H -1.962 3.853 -5.179
H -1.444 6.484 -1.713
H -1.141 5.722 -6.566
H -0.657 8.215 -3.321
H -2.855 0.955 -0.487
H 0.819 3.189 -0.386
H -1.811 -0.852 0.852
H 1.883 1.392 0.968
C 2.951 -3.581 2.246
C 3.738 -4.689 1.535
H 1.928 -3.937 2.451
H 3.418 -3.373 3.223
H 3.843 -5.552 2.204
H 3.223 -5.044 0.633
H 4.755 -4.379 1.260
C 2.631 -2.186 -0.417
C 3.561 -1.304 -1.258
H 1.578 -1.993 -0.661
H 2.809 -3.239 -0.658
H 3.343 -1.480 -2.323
H 3.397 -0.236 -1.046
H 4.630 -1.553 -1.126
C 3.896 -0.713 1.931
C 5.386 -1.059 1.926
H 3.572 -0.445 2.951
H 3.698 0.179 1.314
H 5.944 -0.166 2.232
H 5.611 -1.853 2.649
H 5.738 -1.349 0.928
Br 0.738 -1.202 2.196
P -2.883 -2.384 -1.778
C -1.116 -2.788 -1.480
C -0.769 -4.281 -1.659
H -0.879 -2.474 -0.452
H -0.520 -2.173 -2.174
H 0.321 -4.402 -1.749
H -1.083 -4.889 -0.798
H -1.232 -4.693 -2.565
C -3.575 -2.332 -0.081
C -4.687 -3.372 0.156
H -3.952 -1.316 0.096
H -2.754 -2.542 0.624
H -4.892 -3.459 1.229
H -5.626 -3.080 -0.326
H -4.407 -4.366 -0.210
C -2.983 -0.842 -2.747
C -3.279 -1.291 -4.190
H -1.993 -0.344 -2.695
H -3.843 -0.229 -2.372
H -3.625 -0.464 -4.819
H -2.398 -1.734 -4.671
H -4.055 -2.070 -4.220
N 3.098 1.541 6.868
C 2.152 1.771 6.219
C 0.995 2.040 5.410
C -0.224 2.447 5.976
C -1.316 2.650 5.142
C -1.156 2.428 3.764
N 0.011 2.069 3.256
C 1.075 1.872 4.016
H -0.292 2.594 7.058
H -2.288 2.967 5.518
H -1.996 2.553 3.069
H 2.014 1.584 3.534
```

Entry 10:
The following is a DFT calculation (wB97M-V/def2-TZVPD) of 2 unconnected molecules or ions with the total composition C4H5F3.

Its HOMO-LUMO gap (spin up / spin down) is 8.30 / 8.45 eV. As for the energy relative to the best compared isomer or geometry (same formula, charge and spin): 0.111 eV. As for the multiplicity: 3. For the total energy, the calculation gives -454.7911 hartree. Its net charge is 0.

```
12
C4H5F3 (wB97M-V/def2-TZVPD)
C 2.027 1.396 0.196
C 1.391 0.313 -0.149
C -1.455 -1.278 -0.249
C -1.277 0.090 0.261
F 3.315 1.684 -0.150
F 1.753 -0.707 -0.918
F -1.312 0.258 1.583
H 1.600 2.159 0.826
H -1.328 -1.294 -1.327
H -0.742 -1.963 0.212
H -2.457 -1.649 -0.004
H -1.516 0.989 -0.282
```

Entry 11:
The following is a DFT calculation (wB97M-V/def2-TZVPD) of a gas-phase ion, C17H23B2F2IN3O8 (charge +1).

Its HOMO-LUMO gap is 9.52 eV. As for the energy relative to the best compared isomer or geometry (same formula, charge and spin): 0.000 eV. For the total energy, the calculation gives -1974.8819 hartree. Its net charge is +1.

```
56
C17H23B2F2IN3O8 (wB97M-V/def2-TZVPD)
C 4.101 1.947 0.798
C 2.825 1.417 1.395
O 1.724 1.563 0.464
B 1.326 0.547 -0.273
O 2.060 -0.505 -0.730
N -0.151 0.533 -0.815
C -1.270 0.066 0.078
C -0.858 -0.730 1.287
C -0.261 -2.058 0.874
O -0.191 -2.313 -0.312
C 0.225 -2.981 1.910
C 0.328 -4.332 1.592
C 0.781 -5.228 2.527
C 1.151 -4.787 3.787
C 1.071 -3.443 4.105
C 0.606 -2.543 3.172
C -1.993 1.375 0.378
I -1.109 2.575 1.975
C -3.461 1.216 0.752
N -4.127 0.306 -0.185
O -1.928 2.041 -0.855
C -0.761 1.746 -1.582
B -1.235 1.193 -3.060
O -2.557 0.958 -3.238
O -0.267 0.968 -3.981
C -0.016 -0.362 -4.480
N 0.128 2.896 -1.546
C 1.068 2.954 -2.626
O 0.989 3.556 -3.628
F 2.115 2.159 -2.309
C -0.571 4.157 -1.419
O -1.357 4.598 -2.174
F -0.141 4.787 -0.321
H 4.906 1.917 1.525
H 4.389 1.355 -0.068
H 3.940 2.965 0.454
H 2.920 0.375 1.702
H 2.528 1.992 2.268
H 2.166 -1.270 -0.156
H -0.067 -0.197 -1.527
H -1.997 -0.478 -0.519
H -0.199 -0.177 1.954
H -1.758 -0.935 1.870
H 0.036 -4.675 0.612
H 0.852 -6.278 2.294
H 1.498 -5.482 4.535
H 1.361 -3.088 5.081
H 0.561 -1.502 3.456
H -3.538 0.893 1.788
H -3.896 2.210 0.706
H -5.033 0.678 -0.434
H -4.332 -0.569 0.284
H -2.768 0.070 -3.544
H -0.303 -0.410 -5.525
H 1.049 -0.552 -4.403
H -0.554 -1.120 -3.911
```

Entry 12:
The following is a DFT calculation (wB97M-V/def2-TZVPD) of 2 unconnected molecules or ions with the total composition C2H3F2P.

Its HOMO-LUMO gap is 9.77 eV. As for the energy relative to the best compared isomer or geometry (same formula, charge and spin): 4.778 eV. For the total energy, the calculation gives -618.9317 hartree. Its net charge is 0.

```
8
C2H3F2P (wB97M-V/def2-TZVPD)
C -0.638 -0.010 0.562
C 0.690 0.259 0.165
F 1.165 -1.409 -1.017
F 1.618 0.690 1.013
P -0.415 1.221 -0.834
H -1.046 -1.035 0.187
H -0.958 0.185 1.600
H -0.416 0.098 -1.677
```

What did the seventh record say?
The following is a DFT calculation (wB97M-V/def2-TZVPD) of a gas-phase ion, C5H9N2S (charge +1).

Its HOMO-LUMO gap is 8.23 eV. As for the energy relative to the best compared isomer or geometry (same formula, charge and spin): 1.722 eV. For the total energy, the calculation gives -703.3088 hartree. Its net charge is +1.

```
17
C5H9N2S (wB97M-V/def2-TZVPD)
C 2.119 -1.275 0.181
C 2.727 -0.092 0.470
C 0.865 -1.523 -0.415
C -0.969 0.079 0.182
C -1.510 0.987 -0.798
N -0.240 -0.820 -0.379
N -1.493 -0.015 1.422
S 1.999 1.417 -0.046
H 2.811 -2.106 0.214
H 3.654 0.034 1.042
H 0.685 -2.556 -0.850
H -2.575 1.017 -0.740
H -0.986 0.821 -1.726
H -1.292 2.020 -0.500
H 1.208 0.839 -0.813
H -0.929 -0.420 2.106
H -2.258 0.476 1.767
```